Entry 1:
# C6H16N4Si

The ion C6H16N4Si with charge +2 in a non-equilibrium geometry (wB97M-V/def2-TZVPD, the Open Molecules 2025 dataset).

Geometry as XYZ:
```
27
Properties=species:S:1:pos:R:3:mulliken_charge:R:1
C 1.14367 -0.77789 2.46351 -1.087
Si 1.24871 -1.18896 0.59188 0.341
C 2.96087 -1.04129 -0.23678 -1.083
C 0.17612 -2.66720 0.06247 -1.194
C 0.13877 0.35109 -0.18470 0.212
N -1.32612 0.05540 -0.40444 0.003
C -2.19520 1.07732 -0.54344 0.499
N -3.47030 0.86602 -0.28766 -0.346
N -1.65392 2.30063 -0.69950 -0.179
C -0.38598 2.41856 -1.33181 -0.647
N 0.53786 1.46930 -0.68484 -0.045
H 1.03416 0.23786 2.47130 0.442
H 0.34314 -1.36550 2.89199 0.329
H 2.13072 -1.04937 2.75358 0.374
H 3.65891 -0.39354 0.40353 0.355
H 3.38172 -2.01544 -0.36853 0.383
H 3.06991 -0.49280 -1.22756 0.366
H 0.21146 -2.88835 -1.07936 0.347
H 0.59405 -3.41800 0.63110 0.389
H -0.86851 -2.55501 0.24621 0.417
H -1.55829 -0.90217 -0.45929 0.154
H -4.22945 1.34089 -0.80924 0.302
H -3.69931 -0.03349 0.02944 0.248
H -2.18114 3.16199 -0.44752 0.331
H -0.10577 3.44527 -1.14781 0.427
H -0.29079 2.23512 -2.31288 0.363
H 1.33473 1.82957 -0.31964 0.297
```

molecular weight = 172.3 g mol⁻¹
E_LUMO = -8.4 eV
SMILES = C[Si](C)(C)C1=[NH+]C(=[NH2+])NCN1
maximum force = 4.8 eV/Å
total charge = +2
electronic energy = -20303.3668 eV
relative energy (zero: lowest compared OMol25 entry of this formula, charge and spin) = 18.1 kcal per mole
E_HOMO = -17.65 eV


Entry 2:
# C4H9N3O

A structure of composition C4H9N3O in a non-equilibrium geometry (wB97M-V/def2-TZVPD, the Open Molecules 2025 dataset).

Geometry as XYZ:
```
17
Properties=species:S:1:pos:R:3:mulliken_charge:R:1
C 0.22091 -0.78878 -1.39314 -0.871
N -0.37847 -0.40145 -0.11454 -0.088
N -2.24487 -0.06716 -0.59782 -0.400
C -0.16455 0.74203 0.44890 0.548
C 1.58778 0.23318 1.13430 -0.244
C 2.70372 -0.01677 0.48193 -0.554
O -3.10298 0.33343 0.47894 -0.385
N -0.64668 1.75136 0.98240 -0.683
H -2.89605 -0.22088 1.24884 0.325
H -2.49904 -1.05302 -0.73441 0.275
H -1.60484 1.91031 0.65227 0.326
H 1.53184 0.49640 2.18559 0.280
H -0.57064 -1.09209 -2.08070 0.356
H 0.76693 0.02998 -1.86518 0.310
H 0.87090 -1.64839 -1.22983 0.354
H 2.75019 -0.32263 -0.55791 0.198
H 3.67584 0.11447 0.96035 0.253
```

molecular weight = 115.1 g mol⁻¹
E_LUMO (alpha / beta) = 0.1 / 0.1 eV
maximum force = 6.2 eV/Å
total charge = 0
electronic energy = -10804.3501 eV
relative energy (zero: lowest compared OMol25 entry of this formula, charge and spin) = 187.1 kcal per mole
E_HOMO (alpha / beta) = -8.35 / -8.35 eV


Entry 3:
# C15H31MoNO2P2

A structure of composition C15H31MoNO2P2 in a non-equilibrium geometry (wB97M-V/def2-TZVPD, the Open Molecules 2025 dataset).

Geometry as XYZ:
```
52
Properties=species:S:1:pos:R:3:lowdin_spin:R:1
P -0.39878 -1.59573 -5.40288 0.314
P 0.25597 1.91997 -5.60170 0.075
C -0.49823 -0.53136 -6.92013 0.075
C 0.38954 0.73622 -6.99842 0.007
H -1.55416 -0.26364 -7.07009 0.000
H -0.22496 -1.20377 -7.75157 0.018
H 1.44564 0.44432 -7.10290 0.000
H 0.09620 1.31423 -7.89290 0.006
C -1.37766 2.67467 -5.92817 0.012
H -1.61572 3.34201 -5.08534 0.000
H -2.14988 1.88876 -5.96859 0.000
H -1.32929 3.22935 -6.88078 0.003
C 1.44786 3.25772 -5.89004 0.010
H 1.17211 3.85680 -6.77171 0.003
H 2.46012 2.85563 -6.00641 0.000
H 1.46291 3.90864 -5.00780 0.001
C -1.33955 -3.07102 -5.93497 0.040
H -1.30826 -3.84151 -5.15553 0.000
H -0.91992 -3.48026 -6.86541 0.011
H -2.39556 -2.81956 -6.08560 0.000
C 1.31801 -2.23252 -5.64972 0.021
H 2.03200 -1.39302 -5.65476 0.000
H 1.35549 -2.77720 -6.60894 0.006
H 1.56848 -2.89022 -4.80391 0.000
Mo -0.18531 -0.34896 -1.04914 1.090
C 0.48576 2.01008 -2.38916 -0.009
C -0.84924 1.63995 -2.53941 0.022
C -1.58436 0.66394 -3.48303 0.012
C -1.90240 -0.77990 -2.96755 0.030
C -0.63875 -1.66020 -3.00486 0.045
C 0.74148 -1.23654 -2.89221 0.108
C 1.39449 -0.04404 -3.51666 0.006
C 1.73073 1.15117 -2.58155 0.005
C 0.53402 -1.52028 0.45480 0.012
H 0.65896 2.91164 -1.80198 0.000
H -1.51186 2.37046 -2.02724 0.003
H -1.11290 0.49334 -4.47580 0.012
H -2.53659 1.16673 -3.75560 0.000
H -2.45547 -0.74831 -1.97982 0.003
H -2.66745 -1.21838 -3.66904 0.005
H -0.82340 -2.73564 -2.88477 -0.002
H 1.37077 -2.13429 -2.79523 0.007
H 0.83238 0.42429 -4.39121 0.007
H 2.33670 -0.31258 -4.04168 0.000
H 2.18326 0.79106 -1.62020 0.001
H 2.52250 1.75384 -3.08146 0.000
H 1.56248 -1.22596 0.72700 0.011
H 0.54643 -2.56676 0.08810 -0.002
H -0.13371 -1.37990 1.32613 0.016
O -1.32293 0.66917 1.47020 0.008
N -0.66635 1.15591 0.50132 0.008
O -0.30080 2.36966 0.52910 0.003
```

molecular weight = 415.3 g mol⁻¹
E_LUMO (alpha / beta) = -8.8 / -9.8 eV
maximum force = 3.4 eV/Å
multiplicity = 3
total charge = +2
electronic energy = -42049.6653 eV
relative energy (zero: lowest compared OMol25 entry of this formula, charge and spin) = 71.2 kcal per mole
E_HOMO (alpha / beta) = -14.47 / -14.16 eV


Entry 4:
# C29H36N2O8S

The molecule C29H36N2O8S in a non-equilibrium geometry (wB97M-V/def2-TZVPD, the Open Molecules 2025 dataset).

Geometry as XYZ:
```
76
Properties=species:S:1:pos:R:3:mulliken_charge:R:1
C 5.51986 0.09464 0.64444 -1.271
C 4.54002 -0.97285 0.16507 0.081
O 3.78600 -0.54425 -0.95637 -0.454
C 2.69954 0.23693 -0.78354 0.714
C 2.21784 0.71619 0.42295 -0.281
C 1.04568 1.45871 0.47325 -0.296
C 0.33225 1.72724 -0.67675 -1.341
C -1.02044 2.39518 -0.62581 0.098
C -2.07890 1.62497 -1.36939 -0.746
C -2.30539 0.28046 -1.40557 -0.168
O -3.22438 -0.24384 -2.20490 -0.637
C -1.46259 -0.67358 -0.66161 0.579
C -1.21892 -0.50651 0.69889 -0.466
C -0.29555 -1.31362 1.33588 -1.028
C 0.38104 -2.27597 0.61135 0.961
S 1.68303 -3.21519 1.41837 1.558
O 2.23820 -2.36821 2.43683 -0.789
O 2.55104 -3.73018 0.40279 -0.826
N 1.00602 -4.51565 2.17979 0.053
C 0.56485 -5.61829 1.36003 -0.924
C -0.92614 -5.53314 1.02944 -0.138
C -1.73092 -5.41392 2.32216 -0.916
C -1.26301 -4.19018 3.10732 -0.034
C 0.23931 -4.29311 3.38141 -0.941
C 0.11599 -2.48555 -0.72748 -0.703
C -0.82034 -1.69126 -1.36391 -1.119
C -2.74299 2.50473 -2.29901 0.886
O -3.66034 2.19647 -3.05341 -0.822
C -2.04149 3.84608 -2.19838 0.150
O -2.29034 4.86211 -2.81275 -0.681
N -1.04474 3.68097 -1.30155 0.266
C -0.21997 4.77085 -0.85310 -1.090
C -0.68733 5.35215 0.48785 -0.541
C -2.17677 5.68811 0.47017 -0.767
O -2.91671 4.49227 0.62821 -0.251
C -4.28585 4.65159 0.35892 -0.860
C 0.83453 1.29761 -1.90474 0.184
C 2.00269 0.56560 -1.97481 0.245
O 2.55278 0.08701 -3.12219 -0.511
C 1.90358 0.35834 -4.33886 -0.920
H 6.11492 -0.30059 1.46263 0.425
H 6.18135 0.38106 -0.16973 0.327
H 4.99450 0.98241 0.98794 0.293
H 3.88228 -1.30525 0.97482 -0.141
H 5.08794 -1.84411 -0.20197 0.434
H 2.72645 0.48550 1.34407 0.396
H 0.68389 1.80524 1.42975 0.530
H -1.31511 2.54914 0.42102 0.684
H -3.65567 0.49615 -2.71574 0.487
H -1.74835 0.25628 1.24731 0.585
H -0.05395 -1.17632 2.37786 0.514
H 1.18027 -5.60305 0.46064 0.381
H 0.76721 -6.54646 1.90693 0.410
H -1.22423 -6.42460 0.47610 0.414
H -1.11609 -4.66062 0.40038 0.020
H -2.79536 -5.32980 2.09643 0.419
H -1.58299 -6.31238 2.92573 0.331
H -1.79653 -4.11982 4.05632 0.433
H -1.47474 -3.28900 2.52842 -0.078
H 0.63127 -3.38352 3.83690 0.360
H 0.42973 -5.13229 4.06078 0.430
H 0.67344 -3.24024 -1.25911 0.592
H -1.03201 -1.82649 -2.41328 0.527
H -0.28229 5.54146 -1.62637 0.584
H 0.81341 4.42021 -0.76927 0.312
H -0.11437 6.25655 0.69162 0.506
H -0.50393 4.63909 1.29241 0.234
H -2.44131 6.17121 -0.48031 0.358
H -2.42284 6.38188 1.28953 0.536
H -4.74959 3.67872 0.51227 0.248
H -4.45009 4.97543 -0.67542 0.348
H -4.74124 5.38433 1.03635 0.328
H 0.28014 1.53571 -2.79914 0.601
H 0.89687 -0.07272 -4.36543 0.310
H 2.51526 -0.11020 -5.10801 0.256
H 1.84061 1.43419 -4.53341 0.356
```

molecular weight = 572.7 g mol⁻¹
E_LUMO = -0.6 eV
SMILES = CCOc1ccc([C@@H]2/C(=C(/O)c3ccc(S(=O)(=O)N4CCCCC4)cc3)C(=O)C(=O)N2CCCOC)cc1OC
maximum force = 1.1 eV/Å
total charge = 0
electronic energy = -60852.1804 eV
E_HOMO = -7.98 eV


> Which of these has the lowest molecular weight?

C4H9N3O